Record 1
Here is a cluster of 37 separate species, F6H72O36P in total from the Open Molecules 2025 dataset. Energies are from ωB97M-V with the def2-TZVPD basis set.

Each line ends with the Löwdin charge.
Geometry (Å):
P 0.1323 -0.1618 0.1472  0.258
F -0.7961 1.1407 0.2110  -0.123
F -1.2184 -0.8561 -0.3936  -0.130
F 0.7260 0.3667 -1.2733  -0.147
F 0.9109 -1.6207 0.0511  -0.160
F 1.4271 0.4953 0.8305  -0.135
F -0.1827 -0.5923 1.7361  -0.185
O -2.2155 0.0931 -3.1740  -0.039
H -2.2159 0.1731 -2.2201  0.036
H -1.7846 -0.7445 -3.3444  0.015
O -4.8448 -2.5077 -1.5372  -0.031
H -5.1430 -3.2514 -2.0608  0.055
H -3.9360 -2.3738 -1.8062  0.028
O 1.8072 -7.0199 1.6680  -0.053
H 1.8197 -6.0697 1.5533  -0.005
H 2.6051 -7.2127 2.1603  0.029
O -5.0358 3.6860 2.5478  -0.056
H -4.6082 2.8996 2.2086  -0.023
H -5.6358 3.3622 3.2196  0.026
O 0.3066 6.2157 0.8877  -0.050
H 0.7721 6.3218 1.7174  0.056
H 0.9041 5.7057 0.3408  -0.008
O -6.6048 -0.5066 -1.0636  -0.094
H -6.2013 -1.3730 -1.1177  -0.031
H -5.8706 0.1044 -1.1265  -0.054
O -3.2312 1.8626 1.2891  -0.049
H -2.5381 2.5212 1.2442  0.006
H -2.8476 1.1444 1.7923  0.038
O 1.2251 -3.9395 -1.8932  -0.026
H 1.6487 -4.7954 -1.9574  0.064
H 1.7854 -3.4383 -1.3006  0.005
O -1.2475 3.9463 1.1882  -0.040
H -0.9562 4.8453 1.3407  0.011
H -1.4291 3.9089 0.2492  0.044
O 1.5059 1.9986 -5.3604  -0.072
H 0.6720 2.1466 -4.9143  -0.025
H 2.1480 2.4732 -4.8325  -0.037
O 3.8735 -2.9949 -1.4961  -0.032
H 3.8067 -3.0063 -2.4509  0.081
H 3.9052 -3.9185 -1.2466  0.074
O -2.3825 -2.6696 3.4637  -0.020
H -2.9545 -3.2360 3.9816  0.067
H -2.9813 -2.0907 2.9919  0.005
O 2.7470 1.6039 5.7112  -0.056
H 2.2620 0.9796 5.1715  -0.024
H 3.6568 1.5085 5.4297  0.019
O 1.4655 5.9044 -2.5791  -0.039
H 1.0301 5.9039 -3.4315  0.039
H 1.1457 5.1130 -2.1458  -0.009
O 2.9968 -2.7936 2.0210  -0.019
H 2.7359 -2.6171 1.1171  0.026
H 3.8688 -2.4066 2.0991  0.064
O 2.5363 4.7065 0.1672  -0.069
H 2.3238 4.1413 0.9099  -0.031
H 1.9788 4.3891 -0.5432  -0.026
O 3.1265 3.7488 -3.9843  -0.034
H 3.9986 3.6186 -3.6119  0.069
H 3.0368 4.6989 -4.0591  0.053
O -0.1497 -1.7136 -3.1784  -0.044
H 0.3462 -0.9799 -2.8151  0.045
H 0.2859 -2.4925 -2.8324  0.015
O -4.8669 1.4351 -1.1631  -0.027
H -4.2773 1.4668 -0.4096  0.011
H -5.0122 2.3529 -1.3929  0.067
O -2.5016 0.2150 4.8798  -0.030
H -3.0719 -0.4651 5.2381  0.048
H -2.0915 -0.1930 4.1171  0.027
O -2.0693 -6.4001 1.0078  -0.069
H -2.2115 -5.4622 1.1353  -0.023
H -2.5196 -6.6018 0.1875  0.018
O 5.3146 3.3022 2.9260  -0.066
H 5.2418 3.8215 2.1253  0.024
H 4.8199 2.5041 2.7402  -0.038
O 1.2200 -4.4500 3.1806  -0.053
H 0.5665 -4.6211 2.5025  0.010
H 1.8592 -3.8759 2.7585  -0.037
O -1.4354 -3.7508 1.1032  -0.043
H -1.4235 -3.0931 0.4078  0.009
H -1.7667 -3.2833 1.8699  -0.004
O -2.2008 2.9362 5.3214  -0.060
H -2.9064 3.3950 4.8654  0.013
H -2.2788 2.0273 5.0315  -0.036
O 6.4593 -2.7108 -0.2548  -0.054
H 5.6055 -2.3731 -0.5255  -0.042
H 6.9151 -2.8969 -1.0757  0.034
O -3.5644 -0.3104 -5.7249  -0.049
H -3.5793 0.6414 -5.8251  0.020
H -3.2277 -0.4533 -4.8403  -0.012
O -1.9492 -4.0902 -1.7832  -0.031
H -1.1214 -3.6435 -1.6060  -0.010
H -1.9590 -4.2095 -2.7329  0.046
O 1.6045 -0.2544 3.8205  -0.030
H 2.2666 -0.9429 3.7589  0.034
H 1.0293 -0.4068 3.0707  -0.001
O 1.9545 3.0179 2.0461  -0.022
H 2.6336 2.3433 2.0414  0.005
H 1.1313 2.5297 2.0327  0.045
O 0.0507 -2.3218 -5.8338  -0.065
H -0.0681 -2.1270 -4.9042  -0.039
H 0.6354 -1.6332 -6.1504  0.027
O 4.1852 1.1143 1.8848  -0.036
H 3.6370 0.4493 2.3013  0.039
H 4.4451 0.7230 1.0507  0.018
O 1.3514 3.0882 -1.8527  -0.033
H 0.9709 2.2949 -1.4758  0.021
H 2.0307 2.7696 -2.4471  0.029
O -1.2102 2.5657 -4.4224  -0.041
H -1.8186 2.7247 -5.1440  0.044
H -1.4469 1.6976 -4.0958  -0.003
O -4.3215 -0.6793 2.2551  -0.027
H -5.0366 -0.9429 2.8342  0.057
H -4.7071 -0.0144 1.6847  0.036
O 4.6204 -0.4768 -0.3673  -0.030
H 4.3360 -1.1389 -0.9974  0.007
H 5.2468 0.0615 -0.8511  0.071

Results
* HOMO energy: -8.13 eV
* net charge: -1
* LUMO energy: 0.61 eV
* ΔE to the lowest compared entry with this formula, charge and spin: 110.5 kcal per mole
* 2S+1: 1

Record 2
Here is a structure of composition F6IMnN3O12S6 from the Open Molecules 2025 dataset. Energies are from ωB97M-V with the def2-TZVPD basis set.

Each line ends with the natural charge from an NBO analysis.
Geometry (Å):
Mn -0.0719 -0.5385 -1.0546  1.374
N -2.5296 2.4424 -0.7060  -1.096
S -2.8461 3.7422 -1.3633  2.467
O -2.1709 4.9128 -0.9292  -0.932
O -4.1366 3.9595 -1.8908  -0.954
F -2.2318 3.3211 -2.7142  -0.525
S -3.4992 2.8628 0.6739  2.277
O -3.8803 4.2544 1.0444  -0.816
O -3.2285 1.8326 1.6948  -0.895
F -4.8951 2.2311 -0.0185  -0.515
N 3.1766 1.1691 -0.2426  -1.072
S 4.5903 1.7642 -1.0627  2.289
O 5.6782 0.7865 -1.3632  -0.906
O 5.2028 3.0611 -0.7630  -0.870
F 3.9940 1.9951 -2.5734  -0.510
S 3.5486 1.9079 1.1036  2.399
O 3.1913 3.3000 1.2598  -0.888
O 4.6637 1.3805 1.8681  -0.889
F 2.2203 1.1746 1.6755  -0.542
N -0.5325 -3.9304 0.7032  -1.110
S -1.8852 -4.7500 1.1465  2.324
O -2.3464 -4.8523 2.5575  -0.877
O -2.3333 -5.9137 0.3689  -0.885
F -2.8298 -3.5877 0.6096  -0.517
S 0.3994 -5.0363 1.2533  2.368
O 0.4787 -6.3280 0.5568  -0.879
O 0.5838 -4.9791 2.7254  -0.891
F 1.7135 -4.2894 0.7313  -0.522
I -0.0240 -1.8921 -5.2912  -0.406

Results
* HOMO energy (alpha / beta): -5.85 / -5.74 eV
* net charge: -2
* LUMO energy (alpha / beta): -1.87 / -1.48 eV
* ΔE to the lowest compared entry with this formula, charge and spin: 213.4 kcal per mole
* 2S+1: 6

Record 3
Here is a structure of composition F6InN3O12S6 from the Open Molecules 2025 dataset. Energies are from ωB97M-V with the def2-TZVPD basis set.

Each line ends with the natural charge from an NBO analysis.
Geometry (Å):
In 6.4519 -0.3031 -7.5130  1.164
N 5.0999 -2.8363 -7.2888  -1.014
S 5.1475 -3.9609 -8.3868  2.447
O 3.9099 -4.4216 -8.9116  -0.770
O 6.1047 -5.0088 -8.1384  -0.772
F 5.8445 -3.1691 -9.5421  -0.469
S 4.5393 -3.7559 -5.9339  2.458
O 4.1523 -5.0956 -6.0499  -0.817
O 3.8164 -2.8965 -5.0887  -0.867
F 5.9540 -3.7611 -5.2675  -0.471
N 6.8281 1.0152 -9.8854  -1.172
S 6.0813 0.5283 -11.2988  2.446
O 6.9830 -0.0107 -12.2495  -0.837
O 4.9083 1.1907 -11.6898  -0.841
F 5.5492 -0.8351 -10.6345  -0.525
S 7.4020 2.4240 -10.3453  2.461
O 6.4573 3.4761 -10.3641  -0.864
O 8.4026 2.3734 -11.3515  -0.840
F 8.2864 2.6995 -9.0489  -0.502
N 8.2793 -2.3764 -8.1500  -0.991
S 9.1174 -2.6485 -9.5771  2.455
O 8.7520 -3.8502 -10.2150  -0.802
O 10.4758 -2.3025 -9.4826  -0.827
F 8.4483 -1.5193 -10.3974  -0.455
S 9.0930 -3.3606 -7.1989  2.433
O 10.3744 -2.9721 -6.7478  -0.792
O 8.7866 -4.7362 -7.4090  -0.738
F 8.2353 -3.0240 -5.9007  -0.499

Results
* HOMO energy: -11.12 eV
* LUMO energy: -8.24 eV
* ΔE to the lowest compared entry with this formula, charge and spin: 1.1 kcal per mole
* 2S+1: 1